The following is a DFT calculation (ωB97M-V/def2-TZVPD) of the molecule C25H25ClN2O4S.

Element x y z (Å)
Cl (6.69721, 0.97933, -0.28572)
S (1.79520, 2.75890, -3.76229)
O (-0.30889, -2.36742, 2.43070)
O (-2.13050, -1.69701, 4.54996)
O (-2.24904, -2.56957, -2.94662)
O (0.25764, 0.91004, 0.83044)
N (-3.28102, -1.11031, -1.55418)
N (0.70443, 2.14111, -1.03086)
C (-0.00321, 0.78866, -4.38469)
C (0.13422, 1.36309, -2.03644)
C (-3.84686, -1.68270, 2.98831)
C (4.15554, 3.13137, -2.46622)
C (3.29495, 0.88474, -2.35617)
C (5.24585, 2.75660, -1.70615)
C (-0.52741, 0.15212, 4.36377)
C (-2.33578, -1.46260, -2.45390)
C (-0.95763, -0.17110, -4.10384)
C (0.59974, -2.39903, 1.35513)
C (-0.83747, -1.23822, 4.90862)
C (5.34771, 1.44733, -1.25790)
C (-1.37840, -0.36064, -2.79337)
C (4.37859, 0.51082, -1.58414)
C (-2.17042, -2.23069, 0.89029)
C (3.17325, 2.19974, -2.78580)
C (0.77744, 1.86849, 0.30561)
C (-4.02043, -2.08595, -0.77605)
C (-3.52822, -2.05470, 0.64891)
C (-1.63085, -2.14407, 2.16502)
C (-0.83598, 0.40541, -1.76904)
C (-4.37045, -1.79094, 1.71395)
C (1.59491, 2.89391, 1.05505)
C (-2.48726, -1.83019, 3.24106)
C (0.55328, 1.53991, -3.36235)
H (4.05959, 4.14713, -2.81824)
H (0.42641, -3.25828, 0.69971)
H (6.00975, 3.47553, -1.45648)
H (-3.83641, -3.05785, -1.24267)
H (1.58405, -2.49263, 1.81231)
H (0.55520, -1.47171, 0.77699)
H (-1.37367, -0.78335, -4.88796)
H (-1.32324, 0.84391, 4.63249)
H (-1.13093, 0.24552, -0.74417)
H (1.57646, 2.66140, 2.11566)
H (-0.42972, 0.13482, 3.28109)
H (-5.09015, -1.86342, -0.82077)
H (4.47162, -0.50746, -1.24190)
H (2.54868, 0.15077, -2.62005)
H (0.40718, 0.50583, 4.79149)
H (-0.06929, -1.95031, 4.59436)
H (-0.87347, -1.21382, 6.00218)
H (-5.42984, -1.65912, 1.55331)
H (0.33421, 0.95066, -5.39683)
H (1.22768, 2.93994, -1.37024)
H (1.19059, 3.89116, 0.89653)
H (-3.25432, -0.17783, -1.17048)
H (-1.52977, -2.45632, 0.05197)
H (2.62449, 2.87247, 0.70093)
H (-4.48524, -1.46346, 3.82972)

The value obtained for the total energy is -2236.553087 Ha. As for the largest force on an atom: 0.69 eV Å⁻¹. The HOMO-LUMO gap comes out at 8.2899 eV.

The following is a DFT calculation (ωB97M-V/def2-TZVPD) of a cluster of 2 separate species, C25H25ClN3O2S2 in total.

Element x y z (Å)
Cl (6.29169, 0.84103, -2.88065)
S (5.45704, 1.57822, 1.34084)
S (0.97288, 0.47817, -2.95889)
O (2.97411, -2.41809, -0.25816)
O (0.55206, 1.08436, 1.79474)
N (-4.77406, 0.55292, 0.95341)
N (4.02152, -0.58925, 0.66352)
N (2.79187, 1.26729, 1.37247)
C (-2.54043, 0.81922, 0.06557)
C (-5.85219, -0.27022, 1.45835)
C (2.55911, -1.53565, -3.79235)
C (4.87369, -0.05293, -3.27258)
C (2.87492, -1.32167, 0.30567)
C (1.56198, 0.57685, 1.30140)
C (-1.90347, -1.73080, 1.04745)
C (-1.27366, 0.29983, -0.10879)
C (5.34123, -1.17346, 0.40220)
C (-2.86189, 2.19048, -0.43757)
C (4.98321, -1.37351, -3.74052)
C (2.80721, 2.60014, 1.98119)
C (2.44519, -0.20415, -3.29715)
C (-0.90209, -0.95307, 0.41974)
C (-3.18089, -1.24187, 1.26431)
C (-4.18551, -2.04494, 2.03053)
C (4.03740, 0.72062, 1.11749)
C (0.45472, -1.43657, 0.34384)
C (-5.35628, -1.20632, 2.54298)
C (3.63537, 0.55349, -3.09187)
C (-3.51926, 0.04850, 0.75950)
C (-4.10425, 2.78899, 0.22295)
C (3.80572, -2.10652, -3.98958)
C (-5.21630, 1.75965, 0.28885)
C (1.58129, -0.71949, 0.61477)
H (-5.03320, -0.62790, 3.41672)
H (1.63835, -2.08859, -3.98174)
H (3.41804, 3.24553, 1.34146)
H (0.58615, -2.48680, 0.08432)
H (-3.00269, 2.14593, -1.52920)
H (5.21228, -2.17673, -0.00026)
H (-5.57314, 1.51734, -0.73025)
H (1.78833, 2.96845, 2.07220)
H (5.96937, -1.80809, -3.89054)
H (-4.45368, 3.66014, -0.33695)
H (3.56475, 1.58176, -2.75430)
H (5.90015, -1.18305, 1.34637)
H (-2.00184, 2.84908, -0.26194)
H (-1.62303, -2.71835, 1.42210)
H (-3.84327, 3.12806, 1.23315)
H (3.30208, 2.54007, 2.95960)
H (-6.30687, -0.84884, 0.63126)
H (3.88043, -3.13788, -4.33491)
H (-0.53560, 0.86952, -0.68184)
H (-6.62017, 0.41038, 1.84545)
H (-6.07217, 2.14348, 0.85666)
H (5.88366, -0.52884, -0.30345)
H (-6.17876, -1.85013, 2.86277)
H (-3.68396, -2.52794, 2.87732)
H (-4.56708, -2.85788, 1.39235)

The value obtained for the total energy is -2539.087170 Ha. As for the largest force on an atom: 2.46 eV Å⁻¹. The HOMO-LUMO gap comes out at 4.8814 eV. Its charge is -1.

The following is a DFT calculation (ωB97M-V/def2-TZVPD) of a cluster of 3 separate species, C25H25F4NO8Si in total.

Element x y z (Å)
Si (-2.78522, 3.22110, -1.74338)
F (1.71965, 3.10034, -1.51014)
F (-5.67325, -1.18037, 1.35036)
F (6.21311, -5.46708, 1.04088)
F (1.29061, 3.72657, 0.52609)
O (-4.06497, 0.40866, 1.44911)
O (4.81682, -2.22617, 2.30673)
O (7.01360, -7.34448, 4.99194)
O (4.18561, -1.59190, -2.16053)
O (-2.26928, -0.87682, 1.77156)
O (7.21673, -5.19988, 4.33063)
O (6.34577, -6.70487, 2.92949)
O (-2.06537, 1.36300, 1.89112)
N (4.80021, -2.20872, 0.00226)
C (-2.73252, 0.39685, 1.72740)
C (-3.33393, 3.84359, -0.06187)
C (7.03998, -4.53663, 3.07258)
C (-6.04051, 0.96616, -2.97731)
C (-0.31496, 2.34910, -0.51041)
C (1.99829, 1.52637, 0.18238)
C (-3.31405, 0.48420, -2.55479)
C (3.54852, -0.55777, 1.09967)
C (-0.93870, 2.81743, -1.83468)
C (4.12426, -1.43185, -0.98511)
C (6.87999, -6.50247, 4.17139)
C (2.97646, 0.28893, 2.03162)
C (-5.19829, 1.99118, -2.55249)
C (4.43670, -1.72956, 1.28833)
C (6.03932, -5.43289, 2.38814)
C (2.58888, 0.65721, -0.73522)
C (-3.38875, -1.76403, 1.65315)
C (-4.40687, -0.88187, 0.97125)
C (-3.10406, 4.62405, -2.98572)
C (-3.83432, 1.76031, -2.33261)
C (-5.50461, -0.29837, -3.18495)
C (-4.15380, -0.54683, -2.97480)
C (3.36298, -0.38520, -0.25806)
C (1.16495, 2.67314, -0.34271)
C (2.19344, 1.33385, 1.54867)
H (3.15438, 0.14398, 3.08553)
H (-7.08508, 1.18175, -3.13953)
H (6.67158, -3.52497, 3.21019)
H (-3.72441, -2.07036, 2.64467)
H (-6.16317, -1.08982, -3.51267)
H (-3.74238, -1.53327, -3.13709)
H (-4.35293, -0.88061, -0.11984)
H (-2.99326, 4.87773, 0.01504)
H (-2.25895, 0.31438, -2.39016)
H (-3.24865, 5.58278, -2.49572)
H (4.56409, -3.18618, -0.14883)
H (-0.81449, 2.81464, 0.33519)
H (-3.12320, -2.64398, 1.07358)
H (4.99809, -5.18852, 2.60314)
H (1.73218, 2.01535, 2.24703)
H (7.99091, -4.50969, 2.53826)
H (-2.24956, 4.68534, -3.65677)
H (-0.83196, 2.00892, -2.55757)
H (-3.97019, 4.39923, -3.60338)
H (-4.41731, 3.88397, 0.01566)
H (2.47286, 0.79638, -1.79915)
H (-2.92000, 3.30880, 0.78966)
H (-0.47852, 1.28243, -0.38522)
H (-0.43956, 3.68740, -2.24714)
H (-5.60289, 2.98003, -2.38485)

The value obtained for the total energy is -2313.396112 Ha. As for the largest force on an atom: 1.18 eV Å⁻¹. The HOMO-LUMO gap comes out at 8.9132 eV.

The following is a DFT calculation (ωB97M-V/def2-TZVPD) of a structure of composition C25H25F5IN2OS2TeZn.

Element x y z (Å)
I (-6.93744, -2.74324, -3.26080)
Te (1.09599, 2.67426, -0.07613)
Zn (1.70271, 0.38442, 0.40000)
S (2.24034, -1.28788, -0.84652)
S (3.34947, 5.38876, -0.94425)
F (6.89136, -0.18311, 1.31406)
F (6.85861, -3.06302, -2.37649)
F (4.14316, 0.32548, 0.99925)
F (8.05163, -2.07573, -0.19282)
F (4.16597, -2.95557, -2.58519)
O (-3.88831, -2.15289, -2.85588)
N (-0.08504, -1.11137, 4.70837)
N (0.99973, -0.34758, 2.48190)
C (2.78351, 3.99512, 0.05274)
C (1.36971, -1.39954, 4.78412)
C (6.14998, -0.82303, 0.38280)
C (0.39953, 0.83181, 3.22101)
C (-5.35533, 0.93622, -4.20798)
C (1.93449, -1.08040, 3.40780)
C (4.52722, 4.83389, 1.34058)
C (3.46690, 3.94318, 1.26653)
C (4.67630, 5.51877, 0.15623)
C (4.77703, -2.20150, -1.63686)
C (4.06981, -1.34255, -0.74054)
C (-0.74557, -1.79473, 3.58079)
C (-6.71640, 2.06043, -2.54085)
C (-4.97690, -0.07539, -3.32409)
C (-4.27747, -1.16216, -3.76413)
C (-6.09065, 1.24660, -1.59844)
C (6.09899, -2.42053, -1.45482)
C (-0.26784, 0.35065, 4.58927)
C (-0.16706, -1.25420, 2.27314)
C (-4.77021, -3.25448, -2.93824)
C (-5.29407, 0.18836, -1.96190)
C (6.75697, -1.81593, -0.41987)
C (4.80744, -0.56892, 0.16362)
C (-3.89840, -1.36011, -5.16470)
C (-6.26768, 1.96381, -3.85056)
H (1.18815, 1.59453, 3.37248)
H (-3.55514, -0.35466, -5.57120)
H (-7.32874, 2.85295, -2.19940)
H (-1.84929, -1.67142, 3.65884)
H (-0.28534, 1.38946, 2.58711)
H (2.90186, -0.51123, 3.37520)
H (0.24376, -2.09637, 1.71559)
H (2.14275, -2.01947, 2.89442)
H (-6.33878, 1.38777, -0.55618)
H (1.62228, -2.35564, 5.17127)
H (0.09988, 0.82458, 5.49842)
H (-5.02906, 0.80078, -5.24532)
H (3.22711, 3.26668, 2.07641)
H (5.43328, 6.32272, 0.01686)
H (-4.66809, -3.86663, -2.05296)
H (-1.30036, 0.63025, 4.68156)
H (-4.70255, -1.58634, -5.92239)
H (-0.91258, -0.64961, 1.65196)
H (-4.87035, -0.38126, -1.15670)
H (1.86156, -0.62740, 5.45633)
H (-6.49832, 2.78653, -4.60292)
H (-4.51820, -3.84648, -3.82710)
H (5.23041, 4.91200, 2.17011)
H (-3.10981, -2.13355, -5.24894)
H (-0.56294, -2.83611, 3.67541)

The value obtained for the total energy is -4792.999935 Ha. As for the largest force on an atom: 3.45 eV Å⁻¹. The HOMO-LUMO gap comes out at 2.9980 eV. Its charge is -1.